# 1
{
  "formula": "C4H12N3",
  "method": "the ωB97M-V functional and the def2-TZVPD basis",
  "smiles": "N/C=C(\\[NH3+])CCN",
  "lumo_ev": -3.525,
  "charge": 1,
  "spin_multiplicity": 1,
  "e_homo_ev": -12.7,
  "homo_lumo_gap_ev": 9.20,
  "symbols": ["C", "C", "C", "C", "N", "N", "N", "H", "H", "H", "H", "H", "H", "H", "H", "H", "H", "H", "H"],
  "coordinates": [[-1.7391, -0.3007, -0.7214], [-0.4702, 0.7121, -0.7498], [0.6581, 0.1520, 0.0469], [0.7436, -0.2025, 1.3519], [1.8601, -0.5152, 2.2120], [1.8989, -0.1753, -0.7004], [-2.8637, 0.4807, -1.3245], [-1.4311, -1.0316, -1.5259], [-2.0075, -0.6310, 0.2608], [-0.2876, 1.0811, -1.8144], [-0.9122, 1.5028, -0.1607], [-0.2617, -0.1801, 1.7531], [2.1806, -1.5173, 2.3401], [1.5379, -0.2564, 3.1614], [2.3140, 0.6550, -1.1726], [2.4598, -0.6129, 0.0308], [1.8791, -0.8195, -1.5004], [-3.2263, 1.1779, -0.6598], [-3.6663, -0.0648, -1.5877]]
}



# 2
{
  "formula": "C4H12N3",
  "method": "the ωB97M-V functional and the def2-TZVPD basis",
  "lumo_ev": -4.206,
  "charge": 1,
  "spin_multiplicity": 1,
  "e_homo_ev": -14.7,
  "homo_lumo_gap_ev": 10.45,
  "symbols": ["C", "C", "C", "C", "N", "N", "N", "H", "H", "H", "H", "H", "H", "H", "H", "H", "H", "H", "H"],
  "coordinates": [[-1.4245, -0.5348, -1.8736], [1.3029, -1.7461, 0.9492], [-1.4511, 1.0670, 1.2299], [0.2104, 0.7292, -0.5783], [-0.8298, 0.4257, -1.3024], [1.3672, 0.9382, -1.1647], [-0.0483, 1.1518, 0.7007], [-1.0286, -1.5774, -2.0660], [-2.2439, -0.1049, -2.4382], [2.0881, -1.7761, 0.2541], [1.4705, -2.7691, 1.3691], [0.3559, -1.4933, 0.7044], [-1.7188, 1.9717, 1.6183], [-2.1493, 0.6979, 0.4668], [-1.5175, 0.3775, 2.0499], [2.0869, 1.5597, -0.7944], [1.2524, 1.0723, -2.1423], [0.7435, 1.0252, 1.2999], [1.5341, -1.0146, 1.7177]]
}



# 3
{
  "formula": "C4H12N3",
  "method": "the ωB97M-V functional and the def2-TZVPD basis",
  "lumo_ev": -3.093,
  "charge": 1,
  "spin_multiplicity": 1,
  "e_homo_ev": -12.2,
  "homo_lumo_gap_ev": 9.14,
  "symbols": ["C", "C", "N", "N", "H", "H", "H", "H", "H", "H", "H", "C", "C", "N", "H", "H", "H", "H", "H"],
  "coordinates": [[-1.3732, -0.5765, -0.1225], [-2.3141, -0.4351, -1.0613], [-2.9492, -1.3314, -1.9383], [-0.8217, 0.5893, 0.5421], [-0.8227, -1.5092, 0.0524], [-2.8150, 0.5523, -1.1385], [-2.9136, -0.9672, -2.8846], [-2.5024, -2.2723, -1.9965], [0.1337, 0.6860, 0.2294], [-0.7521, 0.5786, 1.5731], [-1.3765, 1.3811, 0.1664], [1.8709, -0.4146, 0.0438], [2.0447, 0.2808, 1.2153], [2.9208, 1.3571, 1.3310], [2.4885, -0.1589, -0.8496], [1.1452, -1.2052, 0.0029], [1.2937, 0.2578, 2.0247], [3.6293, 1.5270, 0.5681], [3.1137, 1.6604, 2.2422]]
}



# 4
{
  "formula": "C4H12N3",
  "method": "the ωB97M-V functional and the def2-TZVPD basis",
  "lumo_ev": -3.114,
  "charge": 1,
  "spin_multiplicity": 1,
  "e_homo_ev": -12.1,
  "homo_lumo_gap_ev": 9.03,
  "symbols": ["C", "C", "N", "N", "H", "H", "H", "H", "H", "H", "H", "C", "C", "N", "H", "H", "H", "H", "H"],
  "coordinates": [[-0.5253, 2.3113, 0.1553], [0.0276, 1.7087, -0.9016], [-0.4527, 0.3706, -1.3163], [0.0352, 3.4181, 0.7386], [-1.4524, 1.9480, 0.6152], [0.9423, 2.1076, -1.3531], [-0.0345, -0.3921, -0.7482], [-1.5000, 0.2580, -1.1635], [-0.3417, 0.1827, -2.2993], [0.6759, 3.9762, 0.2150], [-0.5920, 4.0396, 1.2060], [-0.0441, -1.4722, 1.1260], [0.8586, -2.3717, 0.6592], [0.5407, -3.5241, -0.1318], [-1.0967, -1.4846, 0.7917], [0.2607, -0.7030, 1.7976], [1.9312, -2.2565, 0.7345], [-0.4439, -3.8105, -0.0846], [1.2111, -4.3063, -0.0406]]
}



# 5
{
  "formula": "C4H12N3",
  "method": "the ωB97M-V functional and the def2-TZVPD basis",
  "smiles": "N/C=[NH+]\\CCCN",
  "lumo_ev": -3.059,
  "charge": 1,
  "spin_multiplicity": 1,
  "e_homo_ev": -14.3,
  "homo_lumo_gap_ev": 11.23,
  "symbols": ["C", "C", "C", "N", "C", "N", "N", "H", "H", "H", "H", "H", "H", "H", "H", "H", "H", "H", "H"],
  "coordinates": [[0.4736, -1.9290, 0.6130], [1.3618, -0.6783, 0.5697], [0.7210, 0.6594, 0.9724], [-1.5602, 0.7896, -0.9485], [-0.5777, 1.6604, -0.8965], [0.4329, 1.6666, -0.0652], [-0.7166, -1.7490, -0.2108], [1.1444, -2.7470, 0.3413], [0.1999, -2.0550, 1.6593], [1.8241, -0.5671, -0.4172], [2.2406, -0.7760, 1.2002], [1.3289, 1.1840, 1.6997], [-0.2277, 0.4621, 1.4837], [-2.4154, 1.1213, -1.3656], [-0.5450, 2.4302, -1.6712], [0.9757, 2.5184, -0.0024], [-1.3909, -0.1439, -0.5017], [-1.4370, -2.4526, -0.0826], [-0.4467, -1.9456, -1.1716]]
}



# 6
{
  "formula": "C4H12N3",
  "method": "the ωB97M-V functional and the def2-TZVPD basis",
  "smiles": "C=N[C@@](C)(N)C[NH3+]",
  "lumo_ev": -3.116,
  "charge": 1,
  "spin_multiplicity": 1,
  "e_homo_ev": -13.8,
  "homo_lumo_gap_ev": 10.67,
  "symbols": ["C", "C", "C", "C", "N", "N", "N", "H", "H", "H", "H", "H", "H", "H", "H", "H", "H", "H", "H"],
  "coordinates": [[-1.4711, 1.5875, -0.4511], [-0.2990, -1.0492, 1.2769], [1.1729, -0.3355, -0.5347], [-0.3013, -0.3686, -0.0874], [-0.4887, 0.9879, 0.0435], [-1.1934, -0.9141, -1.1728], [1.9259, 0.8037, 0.2924], [-1.6776, 2.6260, -0.1132], [-2.2341, 1.0661, -1.0296], [-1.3697, -1.2438, 1.7031], [0.2533, -2.0115, 1.3578], [0.1993, -0.3487, 1.9691], [1.1174, -0.0272, -1.6422], [1.5830, -1.2326, -0.4946], [-2.1500, -0.8544, -0.8461], [-1.0253, -1.8029, -1.6130], [2.2385, 0.5131, 1.1884], [0.9932, 1.3948, 0.4575], [2.7267, 1.2094, -0.3039]]
}



# 7
{
  "formula": "C4H12N3",
  "method": "the ωB97M-V functional and the def2-TZVPD basis",
  "lumo_ev": [-7.214, -12.806],
  "charge": 2,
  "spin_multiplicity": 2,
  "e_homo_ev": [-17.6, -17.6],
  "homo_lumo_gap_ev": [10.37, 4.78],
  "symbols": ["C", "C", "C", "C", "N", "N", "N", "H", "H", "H", "H", "H", "H", "H", "H", "H", "H", "H", "H"],
  "coordinates": [[0.8557, -0.0015, -1.4986], [0.4773, -1.0103, -0.3857], [-0.3751, -0.3001, 0.6450], [-1.4890, 0.3632, 0.4803], [-2.0764, 1.3320, 1.3958], [0.4716, 0.0985, 1.7579], [1.8895, -0.6844, -2.3432], [-0.0629, 0.2392, -2.0304], [1.1808, 0.9608, -0.9880], [0.0872, -1.9560, -0.7812], [1.4040, -1.4851, 0.1201], [-1.9551, 0.2616, -0.5710], [-1.9631, 2.3318, 1.3068], [-3.0435, 1.0988, 1.5956], [-0.0913, 0.7620, 2.3191], [0.8074, -0.7242, 2.3701], [1.0707, 0.7547, 1.1948], [2.1977, -0.1240, -3.1351], [1.5609, -1.6499, -2.5200]]
}



# 8
{
  "formula": "C4H12N3O",
  "method": "the ωB97M-V functional and the def2-TZVPD basis",
  "lumo_ev": -8.972,
  "charge": 1,
  "spin_multiplicity": 1,
  "e_homo_ev": -13.2,
  "homo_lumo_gap_ev": 4.23,
  "symbols": ["N", "C", "C", "N", "C", "C", "N", "O", "H", "H", "H", "H", "H", "H", "H", "H", "H", "H", "H", "H"],
  "coordinates": [[-3.1330, -0.2643, -0.4416], [-2.3102, 0.4023, 0.4550], [-0.8516, 0.5578, -0.3315], [0.2486, 0.9627, 0.6157], [1.5949, 0.9996, -0.0428], [2.4249, -0.2480, 0.3015], [1.8193, -1.5313, 0.0235], [-0.6715, -0.6267, -0.9110], [-2.6864, -1.0174, -0.9688], [-0.9743, 1.4410, -1.0084], [-4.0485, -0.4905, -0.0634], [-2.5501, 1.3942, 0.8160], [-1.9296, -0.1783, 1.3309], [0.0252, -0.1005, 0.7196], [1.5220, 1.1254, -1.1412], [2.2775, 1.7854, 0.2740], [2.6611, -0.1834, 1.3708], [3.3814, -0.2171, -0.2523], [0.9462, -1.3939, -0.4776], [2.2541, -2.4168, -0.2685]]
}



Question: Number 1 is which compound?
Answer: C4H12N3